Here is a structure of composition C36H36Cl2HgOP3S2 from the Open Molecules 2025 dataset. Energies are from wB97M-V/def2-TZVPD.

Structure (XYZ):
```
81
Properties=species:S:1:pos:R:3:forces:R:3:lowdin_spin:R:1
Hg -0.656 -2.299 0.007 -0.045 0.527 0.644 0.001
S -1.979 0.020 -1.892 0.066 0.126 0.353 0.001
P -1.693 0.720 -0.036 -0.299 0.070 -0.246 0.000
C -0.788 -0.314 0.962 0.472 0.102 -0.539 0.000
P 0.460 -0.071 2.070 0.190 -0.300 0.402 0.000
S 1.438 -1.742 2.598 -0.181 0.280 -0.103 0.000
C -0.243 0.652 3.619 -0.050 -0.015 -0.110 0.000
C -0.201 1.991 3.979 -0.062 0.178 0.039 0.000
C -0.912 2.462 5.084 0.068 -0.072 -0.074 0.000
C -1.677 1.590 5.838 -0.008 -0.080 -0.008 0.000
C -1.731 0.243 5.481 0.005 0.053 0.024 0.000
C -1.024 -0.219 4.386 0.028 0.002 0.022 0.000
C 1.768 1.123 1.564 0.009 -0.042 -0.061 0.000
C 2.578 1.803 2.472 0.073 -0.079 0.039 0.000
C 3.604 2.626 2.032 -0.029 -0.033 0.001 0.000
C 3.855 2.759 0.672 -0.033 -0.010 -0.019 0.000
C 3.089 2.046 -0.238 -0.013 -0.035 0.046 0.000
C 2.055 1.231 0.206 -0.101 0.084 -0.020 0.000
C -1.022 2.437 -0.142 0.015 -0.026 -0.005 0.000
C -0.373 2.847 -1.302 0.016 0.027 -0.055 0.000
C 0.242 4.090 -1.371 -0.018 -0.023 0.001 0.000
C 0.218 4.943 -0.277 -0.016 -0.020 0.023 0.000
C -0.452 4.557 0.876 -0.012 -0.041 -0.022 0.000
C -1.076 3.317 0.936 0.034 0.032 0.029 0.000
C -3.348 1.052 0.724 -0.012 -0.160 0.018 0.000
C -3.473 1.210 2.104 -0.006 -0.041 0.014 0.000
C -4.715 1.414 2.689 0.013 0.003 -0.041 0.000
C -5.860 1.440 1.903 0.047 0.012 0.016 0.000
C -5.751 1.256 0.532 0.061 0.005 -0.015 0.000
C -4.503 1.066 -0.052 -0.042 0.117 -0.058 0.000
H 0.369 2.694 3.385 -0.004 0.006 -0.010 0.000
H -0.865 3.513 5.345 -0.003 0.007 -0.007 0.000
H -2.231 1.952 6.696 -0.014 -0.005 -0.002 0.000
H -2.338 -0.448 6.055 -0.003 0.006 0.011 0.000
H -1.079 -1.262 4.095 0.029 0.000 0.001 0.000
H 2.430 1.659 3.536 -0.035 0.029 -0.009 0.000
H 4.215 3.159 2.752 -0.001 -0.005 0.007 0.000
H 4.646 3.414 0.324 0.018 -0.019 -0.001 0.000
H 3.289 2.121 -1.299 -0.010 0.012 -0.055 0.000
H 1.446 0.677 -0.503 0.014 0.033 0.001 0.000
H -0.357 2.170 -2.149 0.017 0.006 0.002 0.000
H 0.746 4.388 -2.282 0.022 -0.013 0.004 0.000
H 0.720 5.903 -0.321 -0.020 0.013 -0.007 0.000
H -0.493 5.221 1.731 0.005 -0.006 0.005 0.000
H -1.606 3.038 1.837 0.007 -0.020 0.028 0.000
H -2.597 1.136 2.735 0.025 -0.013 -0.013 0.000
H -4.784 1.531 3.764 -0.003 0.004 0.005 0.000
H -6.832 1.589 2.358 -0.004 -0.016 0.007 0.000
H -6.640 1.247 -0.088 0.000 0.016 -0.007 0.000
H -4.407 0.910 -1.119 -0.009 -0.026 0.008 0.000
C -1.657 -5.287 -0.495 -0.061 -0.175 0.142 0.002
C -1.406 -4.225 0.548 -0.005 -0.249 -0.239 0.001
O -1.666 -4.411 1.715 -0.056 -0.210 -0.047 0.000
H -2.071 -6.195 -0.045 0.025 0.013 -0.016 0.000
H -0.719 -5.503 -1.011 -0.015 -0.005 -0.016 0.000
H -2.336 -4.889 -1.252 -0.003 0.023 -0.010 0.002
Cl -1.375 -3.075 -3.272 -0.252 -0.301 -0.425 0.132
C -1.571 -4.544 -4.203 -0.261 0.341 0.598 0.674
Cl 0.269 -5.242 -6.248 0.114 -0.022 -0.064 0.129
H -2.423 -4.524 -4.862 0.125 0.017 -0.144 0.029
H -1.338 -5.438 -3.648 0.129 -0.020 -0.108 0.027
C 1.792 -4.106 -2.528 -0.039 -0.032 0.006 0.000
P 1.687 -2.474 -1.696 0.074 -0.141 0.123 0.000
C 3.092 -2.655 -0.538 0.055 0.043 0.004 0.000
C 2.400 -1.393 -2.983 -0.200 0.017 -0.131 0.000
C 3.464 -0.530 -2.740 0.046 0.043 -0.047 0.000
C 3.966 0.278 -3.755 -0.029 -0.021 0.024 0.000
C 3.403 0.235 -5.023 -0.021 -0.009 0.019 0.000
C 2.326 -0.609 -5.268 0.010 0.013 0.034 0.000
C 1.821 -1.409 -4.256 0.014 -0.016 0.025 0.001
H 1.125 -4.194 -3.387 0.059 0.066 -0.023 -0.001
H 1.494 -4.866 -1.801 0.030 -0.002 0.016 0.000
H 2.815 -4.302 -2.854 -0.004 -0.016 -0.006 0.000
H 3.998 -2.968 -1.063 0.003 0.008 0.021 0.000
H 2.812 -3.401 0.205 0.005 -0.025 0.004 0.000
H 3.273 -1.735 0.018 -0.037 0.015 0.010 0.000
H 3.907 -0.480 -1.755 0.049 -0.004 0.030 0.000
H 4.804 0.935 -3.552 -0.012 0.013 0.004 0.000
H 3.800 0.857 -5.816 0.002 0.006 0.000 0.000
H 1.876 -0.651 -6.252 -0.003 -0.009 0.000 0.000
H 0.976 -2.058 -4.457 0.053 -0.013 -0.049 0.001
```
Forces are in eV/Å.

Computed properties:
- HOMO level (alpha / beta) (eV) = -1.79 / -2.37
- E_tot (Ha) = -4362.9555
- 2S+1 = 2
- total charge = -2
- energy above the lowest of the compared OMol25 structures with the same formula, charge and spin (kcal/mol) = 12.66
- HOMO-LUMO gap (alpha / beta) (Ha) = 0.21478 / 0.23621